No. 1
# C5H12NO2S2

2 unconnected molecules or ions with the total composition C5H12NO2S2 in a non-equilibrium geometry (ωB97M-V with the def2-TZVPD basis set, the OMol25 dataset).

Each line ends with the natural charge from an NBO analysis.
CARTESIAN COORDINATES (ANGSTROEM)
H 3.51148 -0.44595 0.88287  0.22
H 4.39115 0.50817 -0.34545  0.24
H 0.13522 -2.45746 -0.18960  0.18
H 2.62716 1.83923 0.74667  0.25
C -2.30907 0.56139 -0.63020  -0.31
N -3.29682 -0.44207 -0.93412  -0.71
C 0.99474 0.79081 0.45340  0.80
S -1.02911 -2.43903 0.49966  0.10
S -3.18178 1.80087 0.38644  -0.04
C -0.55473 -0.80872 0.92790  0.04
O 0.17706 1.63893 0.68021  -0.57
H -2.99720 -1.40216 -1.14635  0.44
H -2.22047 2.59920 0.89501  0.20
H -1.14586 -0.18085 1.62286  0.26
C 3.41241 -0.02449 -0.08625  -0.61
H -3.86013 -0.55352 -0.07801  0.44
C 2.43510 1.11997 0.04366  -0.49
H 2.35127 1.76476 -0.91983  0.25
H 3.14380 -0.67884 -0.86665  0.22
O 0.74354 -0.52837 0.58957  -0.51
H -1.89763 0.88982 -1.62718  0.21
H -3.92213 -0.15453 -1.60381  0.42

Its total energy is -32624.675 eV. Its net charge is +1. Its LUMO energy (spin up / spin down) is -4.01 / -4.69 eV. The largest force on an atom is 0.07682 Eh/bohr. The calculation puts the HOMO energy (spin up / spin down) at -12.1244 / -11.3284 eV. The frontier orbital gap (spin up / spin down) is 8.1 / 6.6 eV.



No. 2
# C2H6O

2 unconnected molecules or ions with the total composition C2H6O in a non-equilibrium geometry (ωB97M-V with the def2-TZVPD basis set, the OMol25 dataset).

Each line ends with the natural charge from an NBO analysis.
CARTESIAN COORDINATES (ANGSTROEM)
H 0.09876 0.23378 -0.26621  0.19
H -0.48192 -2.74538 -0.58437  0.19
O 0.17787 2.21404 1.04320  -0.94
H 0.07553 3.16517 1.27372  0.47
C -0.45818 -0.70635 -0.18153  -0.37
H -1.39125 -0.69575 0.39334  0.20
H 0.94640 2.18895 0.42920  0.47
C 0.07653 -1.81321 -0.72713  -0.40
H 0.95626 -1.84125 -1.38022  0.20

Its total energy is -4217.649 eV. Its LUMO energy is 0.84 eV. The largest force on an atom is 0.02738 Eh/bohr. As for the structure (SMILES): C=C.O. The calculation puts the HOMO energy at -9.8836 eV. The frontier orbital gap is 10.7 eV.



No. 3
# C8H27O9

5 unconnected molecules or ions with the total composition C8H27O9 in a non-equilibrium geometry (ωB97M-V with the def2-TZVPD basis set, the OMol25 dataset).

Each line ends with the natural charge from an NBO analysis.
CARTESIAN COORDINATES (ANGSTROEM)
H -0.73188 0.76685 -0.96214  0.56
H 1.60385 -4.01679 2.52790  0.16
H 2.22087 -2.17493 1.05851  0.17
H 0.06142 1.14868 0.38224  0.55
H 1.81496 -0.97568 2.13470  0.18
C -2.80468 -3.40924 -1.65267  -0.10
O -0.68738 -2.17663 -1.73109  -0.76
O -0.08797 3.70200 -1.48243  -0.72
C 1.52490 -3.03831 3.00165  -0.09
H 3.32495 -3.45854 3.27887  0.46
H 1.50721 1.17550 3.05764  0.18
H -0.27638 -2.99600 -2.01626  0.49
O 2.62776 -3.12485 3.84824  -0.68
H -1.74924 4.32931 -2.46410  0.20
H 0.67064 3.14543 -1.67307  0.46
H -0.32718 3.99651 -3.53636  0.19
H 0.06785 2.86022 2.07331  0.50
H -2.01483 -2.36331 -3.28117  0.17
H -2.42432 -5.05350 -2.86696  0.48
C 1.49721 -1.97861 1.84963  -0.10
H 3.33967 2.88551 3.26799  0.21
O 0.51884 2.20606 1.53453  -0.76
H -0.34126 -0.37359 0.11744  0.57
H -1.90670 2.01727 -3.74785  0.19
H -2.86015 -3.37525 -0.56460  0.19
H -2.81778 2.06906 -1.74525  0.51
H 1.84702 4.18806 1.43762  0.46
H 2.28484 1.31156 1.40681  0.20
C -0.91665 3.66078 -2.68320  -0.10
H -0.30820 1.59899 -3.05791  0.19
O -1.98818 1.58865 -1.79586  -0.77
H -2.48649 -1.26511 -1.95643  0.19
O 2.73930 3.88245 1.61660  -0.69
O 0.14602 -1.88114 1.21190  -0.78
H 0.64372 -3.03040 3.64318  0.20
C -2.05283 -2.23516 -2.19939  -0.10
C -1.24596 2.12802 -2.88804  -0.10
H 1.76684 3.70857 3.35344  0.17
O -2.23780 -4.70565 -1.99186  -0.74
O -0.12716 0.47560 -0.27580  -0.80
H -3.85581 -3.37592 -1.93921  0.19
C 1.70129 1.80117 2.18645  -0.10
H -0.06717 -2.71436 0.78542  0.49
C 2.40682 3.07671 2.73758  -0.11

Its total energy is -27152.046 eV. Its net charge is +1. Its LUMO energy is -2.45 eV. The largest force on an atom is 0.05421 Eh/bohr. The calculation puts the HOMO energy at -12.9253 eV. The frontier orbital gap is 10.5 eV.



No. 4
# C2H3IO

2 unconnected molecules or ions with the total composition C2H3IO in a non-equilibrium geometry (ωB97M-V with the def2-TZVPD basis set, the OMol25 dataset).

Each line ends with the natural charge from an NBO analysis.
CARTESIAN COORDINATES (ANGSTROEM)
I 2.51060 1.36126 0.19997  -0.09
H -1.79661 0.76283 -0.27934  0.25
C -0.72793 -0.83571 0.22794  0.72
H 2.20102 0.32537 1.26318  0.09
O -0.19163 -1.68793 0.82484  -0.46
H -0.79956 0.05713 -1.61423  0.27
C -1.19589 0.01705 -0.62236  -0.78

Its total energy is -12269.255 eV. Its LUMO energy is 0.61 eV. The largest force on an atom is 0.05235 Eh/bohr. As for the structure (SMILES): C=C=O.I. The calculation puts the HOMO energy at -9.3895 eV. The frontier orbital gap is 10.0 eV.



No. 5
# C5H10NS

A gas-phase ion, C5H10NS (charge +1) in a non-equilibrium geometry (ωB97M-V with the def2-TZVPD basis set, the OMol25 dataset).

Each line ends with the natural charge from an NBO analysis.
CARTESIAN COORDINATES (ANGSTROEM)
C -0.22913 -2.25794 -0.19576  -0.66
H 0.58746 -2.60504 0.49166  0.25
C -0.11021 1.59431 1.00377  -0.42
H -1.15729 -2.79015 -0.02994  0.26
S -1.85305 -0.31611 -1.39213  0.35
N 0.34537 0.48197 0.00952  -0.40
C -0.75762 -0.78529 0.00521  -0.13
H 0.66336 2.38999 1.10538  0.25
C 0.46779 0.89902 -1.46269  -0.10
H -1.39683 -0.66123 0.89271  0.24
C -0.51498 0.39576 -2.20972  -0.34
H 1.40143 1.48002 -1.62136  0.26
H -0.70948 0.53310 -3.24177  0.27
H -0.06825 -2.47889 -1.31327  0.25
H -0.50228 1.12939 1.91739  0.24
H 1.26295 0.17962 0.24485  0.43
H -0.86986 2.13715 0.40593  0.24

Its total energy is -17664.074 eV. Its net charge is +1. Its LUMO energy is -3.41 eV. The largest force on an atom is 0.04851 Eh/bohr. As for the structure (SMILES): C[C@@H]1SC=C[N@H+]1C. The calculation puts the HOMO energy at -13.2485 eV. The frontier orbital gap is 9.8 eV.



No. 6
# C24H18Cl5ILaN2OS4

A molecular structure, C24H18Cl5ILaN2OS4 in a non-equilibrium geometry (ωB97M-V with the def2-TZVPD basis set, the OMol25 dataset).

Each line ends with the natural charge from an NBO analysis.
CARTESIAN COORDINATES (ANGSTROEM)
H 6.88200 14.49603 4.61211  0.20
C 12.19659 16.12257 8.45048  -0.16
C 14.66020 16.25662 8.23363  -0.28
H 8.88289 15.68167 8.21880  0.20
C 6.33098 15.01343 11.65659  -0.41
H 6.20115 12.39254 5.34596  0.20
H 15.48919 17.95590 9.13479  0.21
C 13.37712 18.15659 9.12431  -0.18
C 9.39741 7.72254 8.32515  -0.13
C 9.76046 17.37368 9.15448  -0.23
H 15.53113 15.79481 7.75786  0.22
C 9.41464 8.14358 9.77553  -0.05
C 10.93421 18.09352 9.28664  -0.22
N 9.69523 13.80495 12.38564  -0.54
S 13.20963 11.13242 12.38323  -0.11
Cl 8.46347 6.33413 7.89817  0.01
C 8.11996 13.23414 5.85898  0.30
H 7.20858 11.31911 6.39813  0.21
H 11.02972 19.19017 9.49463  0.20
C 9.93154 8.51372 7.30087  -0.05
Cl 8.31688 7.44422 10.97027  0.01
H 10.28529 14.81948 14.21103  0.24
H 6.39137 15.32456 10.60902  0.24
H 13.48851 19.21532 9.35402  0.21
C 11.01473 9.83545 9.10126  -0.28
H 10.64018 13.41874 12.11694  0.47
H 7.75940 11.43255 4.79568  0.19
C 7.84404 14.46870 5.09029  -0.67
I 13.49689 13.77687 6.74530  0.21
C 11.00280 15.43350 8.31905  -0.47
S 12.74236 10.70153 9.44212  0.14
Cl 9.76164 8.07786 5.56949  0.00
Cl 11.49504 10.60890 6.58736  0.05
S 12.32068 13.38711 10.73740  -0.28
H 5.74291 14.09679 11.64054  0.22
N 7.63859 14.61510 12.19828  -0.36
H 7.98158 15.42295 5.64902  0.20
C 7.24736 12.07948 5.58288  -0.67
S 8.29510 12.96447 10.15575  -0.26
C 12.14202 17.43223 9.01553  -0.05
La 10.71781 12.89705 8.34409  1.59
C 12.66550 11.73527 10.94266  -0.54
C 10.69509 9.59836 7.75253  -0.15
C 8.20350 15.05944 13.39385  -0.09
H 8.83399 17.83854 9.53622  0.20
H 5.90822 15.83656 12.28589  0.21
H 7.69904 15.83625 14.00021  0.22
C 8.59643 13.82296 11.57126  0.27
H 8.54131 14.59781 4.25384  0.19
C 14.57349 17.53836 8.79616  -0.23
Cl 10.25493 9.92228 11.60403  0.09
C 13.45660 15.55082 8.06779  0.00
C 10.22737 9.23472 10.08572  -0.12
C 9.50462 14.64109 13.49518  -0.07
C 9.81615 16.12451 8.50790  -0.18
O 9.05845 13.09445 6.70493  -0.88

Its total energy is -145121.137 eV. Its net charge is -1. Its LUMO energy (spin up / spin down) is 2.08 / 2.14 eV. The largest force on an atom is 0.06055 Eh/bohr. The calculation puts the HOMO energy (spin up / spin down) at -2.5851 / -2.1384 eV. The frontier orbital gap (spin up / spin down) is 4.7 / 4.3 eV.